Record 1
Density functional theory data (ωB97M-V with the def2-TZVPD basis set) for a structure of composition C23H14Br3ClINO3W.

XYZ file:
```
47
Properties=species:S:1:pos:R:3:mulliken_charge:R:1
W 1.27 -0.27 0.05 1.121
C -1.19 -1.85 -1.81 -1.437
C -1.28 -2.16 -0.35 1.076
C -2.24 -3.05 0.13 -0.901
C -2.35 -3.32 1.48 -0.718
C -1.49 -2.68 2.39 1.081
C -1.51 -2.81 3.81 -0.194
Br -2.76 -3.95 4.62 -0.125
C -0.64 -2.11 4.59 -0.278
C 0.31 -1.23 4.02 -0.446
Br 1.48 -0.28 5.12 -0.058
C 0.34 -1.09 2.66 0.897
O 1.18 -0.28 1.97 -0.645
C -0.54 -1.82 1.85 -0.049
N -0.43 -1.56 0.50 -0.238
H -2.09 -2.17 -2.32 0.502
H -0.33 -2.36 -2.26 0.241
H -1.06 -0.78 -1.97 0.275
H -2.91 -3.52 -0.58 0.469
H -3.11 -4.00 1.84 0.422
H -0.67 -2.21 5.67 0.470
Cl 6.17 0.43 -5.44 -0.142
C 4.87 0.18 -4.36 0.053
C 3.60 -0.13 -4.86 -0.546
C 2.52 -0.35 -4.03 -0.650
C 2.69 -0.25 -2.66 0.577
O 1.66 -0.49 -1.82 -0.332
C 3.96 0.08 -2.13 0.738
C 4.17 0.21 -0.75 0.010
O 3.27 0.14 0.14 -0.480
C 5.05 0.28 -3.00 -0.894
H 3.47 -0.21 -5.93 0.448
H 1.55 -0.61 -4.43 0.476
H 5.18 0.38 -0.38 0.433
H 6.03 0.51 -2.60 0.458
Br -2.75 0.47 1.44 0.037
C -2.83 2.31 1.13 0.781
C -3.97 3.01 1.53 -0.478
C -4.06 4.38 1.32 -0.640
C -3.02 5.07 0.71 -0.663
C -1.88 4.38 0.31 -0.821
C -1.81 3.02 0.53 0.410
I 0.05 2.23 -0.20 0.209
H -4.78 2.48 2.01 0.424
H -4.94 4.91 1.65 0.399
H -3.08 6.13 0.55 0.403
H -1.07 4.92 -0.17 0.327
```

Output
strongest force on any atom	0.8	eV Å⁻¹
lowest unoccupied orbital energy (alpha / beta)	-8.0 / -7.9	eV
2S+1	3
E_tot	-9711.82832	Eh
frontier orbital gap (alpha / beta)	5.97 / 6.11	eV
total charge	+2

Record 2
Density functional theory data (ωB97M-V with the def2-TZVPD basis set) for a cluster of 2 separate species, C4H12OS in total in a non-equilibrium geometry.

XYZ file:
```
18
Properties=species:S:1:pos:R:3:mulliken_charge:R:1
C -1.92 0.58 -2.36 -0.887
C -1.25 1.86 0.06 -1.183
S -2.71 1.24 -0.88 0.112
H -1.29 1.35 -2.81 0.293
H -1.26 -0.26 -2.11 -0.145
H -2.69 0.21 -3.02 0.608
H -1.30 2.93 0.25 0.407
H -0.45 1.50 -0.56 0.252
H -1.19 1.29 0.98 0.263
C 1.40 -1.72 1.10 -1.536
C 2.09 -0.57 1.79 -1.153
O 0.73 -1.17 -0.02 0.582
H 2.06 -2.52 0.79 0.534
H 0.60 -2.20 1.68 0.363
H 3.01 -0.93 2.27 0.364
H 0.39 -1.69 -0.77 -0.371
H 1.46 -0.11 2.56 0.220
H 2.28 0.21 1.06 0.279
```

Output
strongest force on any atom	2.0	eV Å⁻¹
lowest unoccupied orbital energy (alpha / beta)	3.3 / 3.4	eV
2S+1	2
E_tot	-632.94552	Eh
frontier orbital gap (alpha / beta)	2.24 / 8.43	eV
total charge	-1

Record order is preserved below.
Energy relative to the best compared isomer or geometry (same formula, charge and spin): 3.4, 16.0 kcal/mol